No. 1
DFT (wB97M-V/def2-TZVPD) results for 8 unconnected molecules or ions with the total composition C45H106O24S at a distorted geometry.

Summary:
LUMO level: 0.34 eV
Orbital gap: 9.53 eV
2S+1: 1
E_HOMO: -9.19 eV
SMILES string: CCOS(C)(=O)=O.COCCOCCOC.COCCOCCOC.COCCOCCOC.COCCOCCOC.COCCOCCOC.COCCOCCOC.COCCOCCOC

Atoms and positions in Å:
1 O -3.911 3.575 -1.150
2 S -3.489 3.155 0.155
3 O -2.354 3.792 0.767
4 O -4.729 3.357 1.197
5 C -4.488 3.683 2.534
6 C -5.817 3.980 3.240
7 C -3.543 1.389 0.169
8 H -3.812 4.537 2.618
9 H -4.037 2.853 3.095
10 H -6.588 3.456 2.669
11 H -6.149 5.022 3.183
12 H -5.950 3.764 4.300
13 H -3.072 0.974 -0.720
14 H -4.553 0.996 0.132
15 H -3.013 1.223 1.108
16 C 6.637 -2.980 0.865
17 O 5.304 -2.549 0.636
18 C 4.513 -3.563 0.019
19 C 3.801 -4.481 1.007
20 O 2.953 -5.406 0.387
21 C 2.186 -6.191 1.284
22 C 1.484 -7.357 0.599
23 O 2.211 -8.554 0.603
24 C 3.543 -8.481 0.102
25 H 7.250 -2.089 1.000
26 H 7.090 -3.457 -0.011
27 H 6.727 -3.657 1.715
28 H 5.133 -4.050 -0.738
29 H 3.831 -2.998 -0.624
30 H 3.464 -4.031 1.943
31 H 4.687 -5.033 1.371
32 H 1.503 -5.493 1.781
33 H 2.806 -6.647 2.069
34 H 1.329 -7.046 -0.445
35 H 0.613 -7.570 1.220
36 H 3.964 -9.453 0.352
37 H 4.167 -7.760 0.635
38 H 3.506 -8.270 -0.968
39 C 1.421 -1.946 -2.075
40 O 0.124 -2.503 -2.096
41 C -0.544 -2.320 -0.867
42 C -0.744 -0.890 -0.322
43 O -1.602 -0.833 0.774
44 C -1.056 -1.402 1.957
45 C -1.908 -1.078 3.133
46 O -1.814 0.266 3.574
47 C -2.927 0.695 4.350
48 H 2.051 -2.114 -2.953
49 H 1.993 -2.332 -1.226
50 H 1.346 -0.851 -2.099
51 H -0.111 -3.045 -0.166
52 H -1.559 -2.659 -1.109
53 H -0.895 -0.204 -1.157
54 H 0.283 -0.610 -0.035
55 H -0.095 -0.911 2.166
56 H -0.918 -2.477 1.847
57 H -1.597 -1.616 4.043
58 H -2.950 -1.335 2.891
59 H -2.672 1.699 4.687
60 H -2.940 -0.015 5.185
61 H -3.903 0.761 3.863
62 C -2.892 -8.446 -10.339
63 O -2.157 -8.145 -9.180
64 C -2.952 -8.057 -8.034
65 C -2.095 -7.521 -6.900
66 O -1.849 -6.146 -7.093
67 C -1.326 -5.470 -5.963
68 C -0.473 -4.301 -6.443
69 O -1.113 -3.052 -6.646
70 C -1.187 -2.371 -5.385
71 H -3.604 -7.638 -10.559
72 H -3.420 -9.398 -10.255
73 H -2.266 -8.389 -11.229
74 H -3.369 -9.022 -7.712
75 H -3.798 -7.378 -8.202
76 H -1.156 -8.084 -6.946
77 H -2.574 -7.757 -5.945
78 H -0.784 -6.177 -5.330
79 H -2.108 -4.993 -5.352
80 H 0.043 -4.552 -7.369
81 H 0.291 -4.323 -5.650
82 H -1.643 -2.979 -4.604
83 H -1.624 -1.408 -5.632
84 H -0.183 -2.138 -5.009
85 C -0.625 4.284 9.264
86 O -1.167 3.107 8.731
87 C -1.496 2.043 9.574
88 C -2.495 1.097 8.898
89 O -3.795 1.654 8.842
90 C -4.055 2.756 7.966
91 C -5.433 3.259 8.313
92 O -5.601 4.405 7.466
93 C -6.042 5.564 8.155
94 H 0.309 4.021 9.777
95 H -1.277 4.838 9.947
96 H -0.338 4.858 8.388
97 H -1.929 2.395 10.516
98 H -0.626 1.410 9.800
99 H -2.577 0.177 9.467
100 H -2.142 0.948 7.870
101 H -3.950 2.351 6.952
102 H -3.286 3.521 8.087
103 H -5.530 3.530 9.367
104 H -6.257 2.584 8.066
105 H -5.263 5.856 8.864
106 H -7.038 5.418 8.577
107 H -6.124 6.382 7.437
108 C 3.331 0.628 -4.278
109 O 3.834 1.748 -3.591
110 C 3.726 1.728 -2.181
111 C 4.526 0.616 -1.491
112 O 5.896 0.664 -1.789
113 C 6.429 -0.561 -2.212
114 C 7.870 -0.467 -2.644
115 O 8.569 -1.679 -2.445
116 C 9.651 -1.956 -3.306
117 H 3.063 0.941 -5.284
118 H 2.462 0.236 -3.727
119 H 4.058 -0.192 -4.278
120 H 2.650 1.582 -2.036
121 H 3.985 2.675 -1.711
122 H 3.993 -0.275 -1.861
123 H 4.420 0.496 -0.409
124 H 5.960 -1.034 -3.087
125 H 6.353 -1.221 -1.337
126 H 8.415 0.225 -1.977
127 H 8.003 -0.113 -3.672
128 H 9.995 -2.916 -2.913
129 H 10.409 -1.183 -3.150
130 H 9.438 -2.166 -4.358
131 C 3.027 1.695 -9.623
132 O 2.966 1.806 -8.223
133 C 2.238 2.916 -7.725
134 C 0.738 2.766 -7.843
135 O 0.097 1.805 -7.019
136 C -0.092 2.282 -5.697
137 C -0.750 1.203 -4.793
138 O -1.154 1.920 -3.652
139 C -0.138 2.212 -2.704
140 H 2.069 1.727 -10.150
141 H 3.364 0.670 -9.801
142 H 3.760 2.342 -10.112
143 H 2.570 3.859 -8.166
144 H 2.498 2.927 -6.663
145 H 0.567 2.283 -8.815
146 H 0.165 3.697 -7.885
147 H -0.865 3.059 -5.648
148 H 0.799 2.700 -5.227
149 H 0.057 0.464 -4.703
150 H -1.568 0.745 -5.339
151 H -0.594 2.576 -1.786
152 H 0.461 3.029 -3.118
153 H 0.443 1.292 -2.587
154 C -3.336 8.856 3.916
155 O -2.837 7.850 4.746
156 C -3.789 6.784 4.910
157 C -3.132 5.623 5.602
158 O -2.090 5.097 4.845
159 C -1.198 4.294 5.596
160 C -0.018 3.969 4.720
161 O 0.977 3.191 5.386
162 C 0.708 1.805 5.256
163 H -4.288 9.284 4.252
164 H -3.488 8.428 2.912
165 H -2.588 9.631 3.750
166 H -4.136 6.558 3.897
167 H -4.596 7.214 5.508
168 H -3.868 4.905 5.985
169 H -2.765 6.101 6.528
170 H -1.817 3.434 5.870
171 H -0.730 4.856 6.408
172 H 0.469 4.893 4.404
173 H -0.254 3.477 3.769
174 H 1.311 1.243 5.968
175 H 0.890 1.541 4.211
176 H -0.319 1.583 5.574


No. 2
DFT (wB97M-V/def2-TZVPD) results for 7 unconnected molecules or ions with the total composition C45H108F2N7O10S2 at a distorted geometry.

Summary:
LUMO level: -9.81 eV
Charge: +5
Orbital gap: 8.81 eV
2S+1: 1
E_HOMO: -18.62 eV

Atoms and positions in Å:
1 N -0.804 -0.122 -0.167
2 S -0.255 -1.501 -0.216
3 O -0.933 -2.576 0.379
4 O 1.200 -1.543 -0.276
5 F -0.651 -1.817 -1.754
6 S -0.118 0.175 1.410
7 O 1.052 1.030 1.411
8 O -0.359 -0.752 2.513
9 F -1.148 1.251 1.895
10 C -5.059 -1.243 5.070
11 C -4.344 -0.832 6.295
12 C -4.042 0.649 6.565
13 C -3.220 1.341 5.380
14 N -2.793 2.862 5.534
15 C -2.365 3.488 4.167
16 C -2.850 4.895 4.163
17 C -3.639 5.102 5.469
18 C -4.062 3.674 5.975
19 C -1.747 3.083 6.563
20 H -5.241 -2.317 5.036
21 H -4.379 -0.983 4.259
22 H -6.049 -0.819 4.900
23 H -3.413 -1.396 6.343
24 H -4.912 -1.345 7.071
25 H -3.458 0.829 7.468
26 H -5.005 1.157 6.616
27 H -3.738 1.305 4.422
28 H -2.288 0.826 5.151
29 H -1.291 3.324 4.070
30 H -2.704 2.789 3.402
31 H -1.999 5.575 4.132
32 H -3.467 5.183 3.313
33 H -2.878 5.581 6.084
34 H -4.487 5.719 5.170
35 H -4.211 3.618 7.053
36 H -4.983 3.316 5.515
37 H -0.901 2.550 6.129
38 H -2.084 2.559 7.457
39 H -1.519 4.104 6.869
40 C 2.761 5.300 4.670
41 C 3.688 5.710 3.534
42 C 4.467 4.509 3.009
43 C 3.757 3.205 2.587
44 N 4.775 2.167 2.009
45 C 5.886 1.827 3.122
46 C 6.044 0.274 3.152
47 C 5.349 -0.235 1.836
48 C 4.178 0.800 1.633
49 C 5.497 2.716 0.814
50 H 3.335 4.778 5.437
51 H 1.813 4.779 4.537
52 H 2.499 6.317 4.959
53 H 4.336 6.466 3.977
54 H 3.047 6.073 2.731
55 H 5.095 4.314 3.878
56 H 5.051 4.809 2.140
57 H 2.955 3.224 1.849
58 H 3.313 2.769 3.481
59 H 6.884 2.229 2.949
60 H 5.571 2.154 4.113
61 H 7.074 -0.078 3.196
62 H 5.443 -0.158 3.953
63 H 6.069 -0.128 1.024
64 H 5.152 -1.304 1.910
65 H 3.889 0.548 0.613
66 H 3.414 0.578 2.379
67 H 4.708 2.794 0.066
68 H 6.139 1.876 0.548
69 H 6.095 3.612 0.978
70 C 3.598 3.494 -8.375
71 C 2.240 2.841 -8.248
72 C 2.123 1.632 -7.280
73 C 2.564 2.052 -5.787
74 N 3.035 0.821 -4.974
75 C 1.834 -0.097 -4.603
76 C 1.101 0.637 -3.411
77 C 2.094 1.602 -2.813
78 C 3.392 1.391 -3.527
79 C 4.274 0.053 -5.483
80 H 4.512 2.900 -8.350
81 H 3.722 4.219 -7.572
82 H 3.711 4.130 -9.253
83 H 1.971 2.451 -9.230
84 H 1.553 3.679 -8.134
85 H 2.795 0.882 -7.697
86 H 1.174 1.100 -7.354
87 H 1.798 2.556 -5.197
88 H 3.317 2.838 -5.726
89 H 2.242 -1.034 -4.223
90 H 1.233 -0.292 -5.492
91 H 0.842 -0.015 -2.577
92 H 0.121 1.044 -3.661
93 H 2.214 1.463 -1.738
94 H 1.865 2.664 -2.899
95 H 4.011 0.663 -3.003
96 H 3.922 2.302 -3.807
97 H 4.077 -0.640 -6.301
98 H 4.669 -0.455 -4.603
99 H 4.995 0.810 -5.791
100 C 4.381 -5.211 1.003
101 O 3.846 -5.751 2.198
102 C 4.702 -5.762 3.354
103 C 3.752 -5.899 4.531
104 N 2.566 -4.960 4.397
105 H 2.419 -5.102 3.408
106 H 1.807 -5.433 4.867
107 C 2.731 -3.390 4.681
108 C 1.430 -2.706 4.329
109 O 1.082 -3.171 2.987
110 C -0.209 -3.683 2.996
111 H 3.537 -5.129 0.319
112 H 5.208 -5.757 0.549
113 H 4.774 -4.198 1.096
114 H 5.225 -4.808 3.421
115 H 5.312 -6.656 3.480
116 H 4.291 -5.624 5.437
117 H 3.414 -6.920 4.711
118 H 3.584 -3.140 4.050
119 H 3.105 -3.249 5.695
120 H 1.546 -1.630 4.203
121 H 0.783 -2.760 5.205
122 H -0.579 -4.380 3.747
123 H -0.211 -4.190 2.031
124 H -0.968 -2.901 2.973
125 C -5.982 -0.230 -4.454
126 O -4.862 -0.070 -3.627
127 C -5.289 0.124 -2.266
128 C -4.079 -0.183 -1.268
129 N -2.899 0.804 -1.435
130 H -2.117 0.337 -0.998
131 H -2.442 0.878 -2.333
132 C -2.921 2.157 -0.735
133 C -1.740 3.059 -1.167
134 O -1.934 3.345 -2.512
135 C -1.067 4.308 -2.977
136 H -6.770 0.508 -4.300
137 H -6.451 -1.213 -4.434
138 H -5.784 -0.076 -5.514
139 H -6.157 -0.475 -1.993
140 H -5.754 1.085 -2.044
141 H -3.666 -1.168 -1.486
142 H -4.448 -0.163 -0.242
143 H -2.893 1.848 0.310
144 H -3.860 2.688 -0.890
145 H -0.835 2.504 -0.918
146 H -1.788 3.907 -0.484
147 H -1.598 5.251 -2.844
148 H -1.021 3.978 -4.015
149 H -0.111 4.406 -2.464
150 C -4.838 -4.490 -7.490
151 O -3.901 -3.917 -6.627
152 C -4.288 -2.699 -6.033
153 C -3.319 -2.544 -4.876
154 N -3.514 -3.676 -3.928
155 H -4.351 -3.468 -3.401
156 H -3.859 -4.420 -4.517
157 C -2.310 -4.297 -3.076
158 C -2.728 -5.639 -2.612
159 O -3.308 -6.379 -3.692
160 C -4.595 -6.782 -3.477
161 H -4.280 -5.183 -8.120
162 H -5.436 -3.714 -7.968
163 H -5.608 -5.084 -6.997
164 H -5.354 -2.678 -5.806
165 H -4.045 -1.894 -6.727
166 H -3.429 -1.620 -4.309
167 H -2.356 -2.445 -5.377
168 H -2.105 -3.637 -2.233
169 H -1.492 -4.398 -3.790
170 H -3.452 -5.552 -1.802
171 H -1.901 -6.244 -2.241
172 H -5.035 -7.262 -4.351
173 H -5.140 -5.899 -3.144
174 H -4.556 -7.637 -2.802